No. 1
A molecular structure, C19H21IrN4O10, computed with ωB97M-V/def2-TZVPD.

ORCA input file:
```
! RIJCOSX wB97M-V def2-TZVPD def2/J DEFGRID3
* xyz -2 5
C 1.195 -0.831 -2.443
H 1.789 0.583 2.369
H 0.464 0.307 4.329
H 0.302 -4.516 -1.162
N -0.512 1.483 0.885
C 0.388 -3.484 -0.819
H 0.315 -3.453 0.275
O 0.017 -0.519 -1.878
C -0.036 2.226 -0.114
O -2.081 -1.980 4.661
C -0.033 3.271 2.382
C 2.209 0.239 -2.212
H 1.352 -3.079 -1.130
O -0.691 -2.778 -1.402
H 0.836 5.858 2.433
H -2.355 0.030 -1.251
O 2.968 1.962 1.669
C -0.549 2.023 2.109
C -1.229 -1.672 3.820
H 0.687 -2.626 3.563
H 2.130 -0.963 2.286
N 4.255 2.580 -4.183
H 0.953 4.009 -0.752
O 4.951 3.580 -3.990
C 0.256 -1.839 4.192
C 0.494 3.488 0.079
N 1.384 -0.337 2.576
H -2.944 -1.555 -0.716
H 2.613 0.505 -4.296
C 3.262 1.824 -0.665
O 4.005 3.594 0.586
O 2.130 -0.168 0.086
H -0.033 1.756 -1.089
C -0.837 -1.460 -1.005
H 2.324 4.984 1.966
O 4.043 2.145 -5.324
C 1.318 5.271 1.649
C 0.559 4.013 1.359
C 1.054 -0.546 3.983
C 2.510 0.587 -0.853
H 1.963 -0.567 4.597
H 1.430 5.879 0.752
Ir -0.073 -0.779 0.837
C 3.837 2.448 -1.774
H 4.423 3.338 -1.617
O 1.393 -1.825 -3.107
C -2.242 -1.046 -1.377
C 2.807 0.851 -3.291
H 0.315 -2.165 5.230
O -1.456 -1.156 2.677
C 3.641 1.940 -3.068
H -0.965 1.388 2.883
H -0.028 3.639 3.401
H -2.450 -1.323 -2.415
N 3.397 2.467 0.569
*
```

Summary:
Relative energy (zero: lowest compared OMol25 entry of this formula, charge and spin): 0.000 eV
HOMO energy (alpha / beta): 0.08 / -2.36 eV
Calculated total energy: -1812.1923 Ha
⟨S²⟩: 6.03

No. 2
A gas-phase ion, C2H6N3O2 (charge +1) in a non-equilibrium geometry, computed with ωB97M-V/def2-TZVPD.

ORCA input file:
```
! RIJCOSX wB97M-V def2-TZVPD def2/J DEFGRID3
* xyz 1 3
O -2.213 0.839 -0.162
H -0.933 2.064 0.219
C -0.063 0.173 0.049
O -1.809 -1.361 -0.406
N -1.407 -0.042 -0.296
H 2.868 -1.329 0.454
H 2.391 0.487 0.402
H 0.814 2.016 -0.062
N 0.856 -0.750 -0.126
H 0.316 -1.576 -0.443
N -0.036 1.541 0.303
C 2.076 -0.583 0.271
H -2.860 -1.479 -0.201
*
```

Summary:
Relative energy (zero: lowest compared OMol25 entry of this formula, charge and spin): 0.483 eV
HOMO energy (alpha / beta): -12.19 / -16.29 eV
Calculated total energy: -394.0753 Ha
⟨S²⟩: 2.01